DFT (ωB97M-V/def2-TZVPD) results for 3 unconnected molecules or ions with the total composition C19H42NO8P at a distorted geometry.

CARTESIAN COORDINATES (ANGSTROEM)
H1 2.219 -1.159 -8.388
H2 0.085 -3.249 -6.409
C1 -1.964 0.414 3.523
C2 4.171 -2.254 -1.341
H3 2.188 -3.144 -0.618
O1 -1.757 0.974 2.181
H4 4.625 -1.378 -1.982
H5 0.837 -1.171 1.947
H6 -3.398 1.245 5.166
C3 1.242 -1.189 -6.215
O2 -4.389 2.760 3.222
C4 -4.438 2.623 -0.299
H7 1.157 -3.090 -3.916
C5 -2.461 1.623 4.530
P1 -0.086 1.307 1.837
O3 -0.023 2.855 1.390
C6 -0.314 -4.488 0.662
H8 1.806 -0.311 -2.382
H9 -1.082 -0.234 3.938
H10 -2.895 -0.327 3.432
C7 -3.869 3.435 -1.445
C8 -3.079 2.856 3.584
H11 4.363 -3.252 -1.963
H12 1.314 0.436 -7.835
H13 0.179 -5.135 -0.070
C9 0.923 -0.943 0.801
H14 -2.216 3.869 -0.509
H15 3.020 0.103 -7.105
H16 -1.949 4.645 3.957
H17 -1.627 2.037 5.241
C10 1.941 -2.214 -3.710
H18 0.535 -1.674 -1.983
H19 1.263 5.111 4.380
O4 2.134 3.206 3.935
O5 0.633 -3.552 1.155
H20 2.882 4.709 5.412
H21 -2.762 4.609 2.422
H22 1.221 3.910 5.847
H23 -5.174 1.900 -0.662
C11 1.809 -0.998 -4.851
H24 -0.089 -5.838 2.333
C12 1.888 4.273 4.946
H25 3.011 -2.673 -3.844
C13 0.964 2.281 4.097
H26 -3.643 2.085 0.227
O6 -2.922 4.371 -0.952
C14 2.566 -2.101 -1.017
O7 0.354 0.387 0.418
H27 4.719 -2.413 -0.309
C15 -0.884 -5.300 1.807
H28 1.095 1.830 5.194
H29 -3.375 2.788 -2.177
H30 -1.364 -4.645 2.541
H31 -4.919 3.278 0.434
H32 2.139 0.107 -4.569
C16 -0.125 -2.083 -6.357
N1 -2.239 4.060 3.139
H33 0.219 -1.739 0.259
C17 1.675 -1.490 -2.259
O8 1.005 1.132 3.179
C18 2.460 -0.982 0.220
H34 -0.776 -1.857 -5.388
H35 3.292 -1.123 1.032
H36 -0.027 2.898 4.001
H37 -1.619 -6.023 1.445
H38 2.668 0.076 -0.292
H39 -4.663 3.988 -1.954
C19 2.030 -0.442 -7.478
H40 -0.729 -1.719 -7.307
H41 -1.109 -3.935 0.153
H42 1.338 -4.054 1.598

Calculated values
* spin multiplicity: 1
* energy above the lowest of the compared OMol25 structures with the same formula, charge and spin: 798.2 kJ/mol
* E_HOMO: -7.75 eV
* energy: -47532.8748 eV
* HOMO-LUMO gap: 7.9 eV
* SMILES: COCO[P@](=O)(OCCC(N)=O)OCC[C@H](C)CCC=C(C)C.CCO.CCO

DFT (ωB97M-V/def2-TZVPD) results for a molecular structure, C19H42P2PdSi at a distorted geometry.

CARTESIAN COORDINATES (ANGSTROEM)
H1 2.435 0.930 -1.648
H2 1.267 3.926 -4.958
H3 -1.204 3.302 3.390
H4 0.650 2.516 0.669
H5 -2.165 -2.614 -6.109
Pd1 0.713 -0.034 -0.143
H6 -2.179 1.751 -5.760
C1 0.373 0.838 -6.859
C2 -0.235 2.864 3.665
C3 1.739 0.606 3.240
C4 -1.369 2.485 -5.675
H7 -1.467 0.022 4.351
C5 -1.597 0.730 -3.147
C6 1.425 -2.103 -5.777
H8 -0.219 2.784 4.762
C7 1.854 1.093 -2.613
C8 -1.330 0.067 3.263
H9 -1.675 3.204 -4.912
H10 -0.957 -2.725 -2.366
C9 1.259 3.182 -5.753
H11 0.834 -1.749 1.679
C10 1.385 -0.232 -3.213
C11 -0.390 -0.477 -6.848
H12 2.503 1.265 2.820
H13 1.252 -2.151 -2.166
H14 0.803 2.958 -1.937
H15 0.539 3.592 3.387
H16 -2.290 0.399 2.860
H17 1.761 -2.873 -5.073
H18 -0.989 1.913 0.597
C12 0.635 -1.227 -2.342
H19 -1.357 2.334 -1.774
C13 -1.862 -0.747 -2.722
H20 -1.256 0.709 -4.202
H21 -1.199 -0.966 2.932
C14 0.597 1.938 -2.332
H22 -0.048 -1.174 -7.628
H23 -2.612 1.166 -3.178
H24 -1.462 -0.316 -6.996
H25 2.286 2.892 -5.954
H26 2.507 1.589 -3.394
H27 0.802 3.592 -6.645
H28 -1.102 -3.701 -5.205
C15 0.039 1.627 0.943
H29 1.910 0.592 4.323
P1 0.260 1.787 -5.215
H30 -0.905 -1.789 1.009
C16 0.190 -1.792 0.774
C17 -1.128 -2.871 -5.913
Si1 0.049 1.215 2.753
H31 -2.560 -1.123 -3.526
H32 -0.024 1.517 -7.631
H33 -0.631 -3.132 -6.845
P2 -0.219 -1.470 -5.227
H34 0.671 0.050 -4.011
H35 -1.239 2.987 -6.636
C18 -0.701 -1.671 -2.644
H36 1.219 -2.556 -6.756
H37 1.963 -0.398 2.878
H38 -2.426 -0.778 -1.749
C19 -0.735 1.665 -2.391
H39 2.230 -0.717 -3.717
H40 2.212 -1.345 -5.866
H41 0.436 -2.639 0.081
H42 1.431 0.647 -7.068

Calculated values
* spin multiplicity: 5
* E_HOMO (spin up / spin down): -13.14 / -14.66 eV
* energy: -50295.1775 eV
* HOMO-LUMO gap (spin up / spin down): 6.9 / 5.0 eV
* total charge: +2